Record 1
C40H29BrF4N8PS2V | ωB97M-V with the def2-TZVPD basis set

```
86
Properties=species:S:1:pos:R:3
V 0.382 -0.088 -0.639
N 3.260 -4.445 0.675
C 2.110 -3.808 0.399
N 2.006 -2.750 -0.328
C 3.142 -2.164 -0.827
N 3.116 -1.097 -1.553
N 1.972 -0.387 -1.778
C 2.069 0.284 -2.889
C 1.038 1.197 -3.268
C 1.116 1.954 -4.437
C 0.132 2.881 -4.704
C -0.901 3.028 -3.788
C -0.905 2.239 -2.654
N 0.029 1.326 -2.380
C 4.435 -2.803 -0.594
C 5.631 -2.304 -1.116
C 6.809 -2.996 -0.937
C 6.810 -4.206 -0.241
C 5.646 -4.702 0.306
C 4.460 -3.992 0.143
H 3.263 -5.263 1.261
H 1.204 -4.229 0.827
H 2.964 0.168 -3.489
H 1.961 1.816 -5.099
H 0.171 3.484 -5.601
H -1.690 3.750 -3.946
H -1.694 2.370 -1.929
H 5.598 -1.377 -1.670
H 7.731 -2.613 -1.352
H 7.732 -4.761 -0.131
H 5.647 -5.647 0.837
C 1.113 -1.725 4.759
S 2.086 -0.498 3.854
C 1.290 -0.485 2.313
S 1.893 0.610 1.145
N 0.275 -1.281 2.107
N -0.188 -1.249 0.838
C -1.143 -2.102 0.549
C -1.410 -2.284 -0.836
C -2.242 -3.282 -1.355
C -2.313 -3.463 -2.716
C -1.559 -2.631 -3.546
C -0.784 -1.649 -2.972
N -0.700 -1.455 -1.648
H 1.445 -1.675 5.794
H 1.295 -2.716 4.352
H 0.059 -1.474 4.688
H -1.599 -2.713 1.319
H -2.802 -3.909 -0.674
H -2.935 -4.238 -3.142
H -1.575 -2.749 -4.620
H -0.212 -0.984 -3.604
F -0.853 7.502 0.764
C -0.871 6.184 0.691
C -1.917 5.463 1.222
F -2.922 6.082 1.823
C -1.914 4.084 1.129
F -2.957 3.492 1.706
C -0.912 3.326 0.515
P -1.169 1.437 0.511
C -2.924 1.150 -0.043
C -4.068 1.410 0.718
C -5.330 1.102 0.234
C -5.487 0.491 -1.000
C -4.362 0.176 -1.744
C -3.102 0.512 -1.274
C -1.347 1.258 2.326
C -0.572 2.032 3.187
C -0.718 1.914 4.560
C -1.626 1.008 5.087
C -2.370 0.204 4.236
C -2.224 0.318 2.863
C 0.178 4.094 0.041
Br 1.840 3.471 -0.602
C 0.166 5.487 0.109
F 1.187 6.185 -0.381
H -4.001 1.829 1.707
H -6.195 1.340 0.840
H -6.476 0.257 -1.371
H -4.462 -0.334 -2.694
H -2.244 0.267 -1.877
H 0.155 2.725 2.786
H -0.115 2.527 5.216
H -1.756 0.931 6.159
H -3.068 -0.517 4.642
H -2.804 -0.320 2.210
```

- multiplicity = 4
- net charge = +1
- HOMO energy (spin up / spin down) (eV) = -9.322 / -10.105
- energy relative to the best compared isomer or geometry (same formula, charge and spin) (kcal/mol) = 34.6
- gap between HOMO and LUMO (spin up / spin down) (eV) = 6.003 / 6.618
- <S²> = 3.8061

These are the Löwdin partial charges, in e, on atoms 1 to 4:
1 V 0.397
2 N 0.129
3 C -0.131
4 N 0.152

Record 2
C40H30BrHfN6O3 | ωB97M-V with the def2-TZVPD basis set

```
81
Properties=species:S:1:pos:R:3
Hf 0.097 1.745 0.308
C -0.792 0.182 4.571
C -0.871 0.790 3.184
N 0.162 1.113 2.498
N 1.449 0.820 2.995
C 2.305 0.847 2.023
O 2.028 1.246 0.782
C 3.707 0.343 2.293
C 4.137 0.352 3.628
C 5.409 -0.110 3.969
C 6.251 -0.547 2.955
C 5.818 -0.465 1.605
C 4.560 -0.008 1.292
C -2.137 1.062 2.463
C -3.276 0.694 3.068
C -4.461 0.845 2.354
C -4.429 1.368 1.036
C -3.214 1.781 0.507
N -2.065 1.600 1.202
H -1.208 0.902 5.281
H 0.180 -0.124 4.928
H -1.363 -0.791 4.575
H 3.534 0.774 4.409
H 5.650 -0.184 5.046
H 7.261 -0.825 3.190
H 6.530 -0.718 0.850
H 4.229 0.207 0.277
H -3.280 0.341 4.038
H -5.429 0.631 2.822
H -5.366 1.610 0.577
H -3.082 2.329 -0.391
Br 2.084 3.039 -1.450
C 1.107 4.653 -1.672
C 1.658 5.520 -2.650
C 0.851 6.677 -2.882
C -0.226 6.944 -2.082
C -0.554 6.186 -0.939
C -1.533 6.568 0.028
C -1.758 5.766 1.127
C -1.080 4.505 1.260
C -0.209 4.006 0.277
C 0.109 4.928 -0.725
H 2.505 5.351 -3.299
H 1.120 7.371 -3.708
H -0.734 7.882 -2.360
H -2.062 7.514 -0.159
H -2.470 6.137 1.846
H -1.393 3.897 2.122
C 2.919 -6.466 -3.735
O 2.348 -5.202 -3.785
C 1.049 -5.111 -3.370
C 0.419 -3.905 -3.616
C -0.844 -3.668 -3.192
C -1.611 -4.702 -2.632
C -1.005 -5.949 -2.540
C 0.318 -6.153 -2.831
N -2.975 -4.744 -2.201
N -3.595 -3.769 -1.796
C -2.971 -2.459 -1.657
C -3.369 -1.406 -2.397
C -2.653 -0.176 -2.358
C -1.608 0.026 -1.517
O -0.949 1.210 -1.392
C -1.257 -1.032 -0.596
N -0.344 -0.692 0.402
C 0.019 -1.677 1.265
C -0.383 -2.974 1.075
C -1.389 -3.271 0.146
C -1.951 -2.229 -0.656
H 3.936 -6.380 -4.070
H 2.460 -7.151 -4.475
H 3.005 -6.919 -2.722
H 1.025 -3.089 -4.031
H -1.224 -2.677 -3.431
H -1.497 -6.767 -2.031
H 0.768 -7.101 -2.716
H -4.213 -1.521 -3.096
H -3.065 0.721 -2.875
H 0.719 -1.411 2.037
H -0.080 -3.785 1.716
H -1.752 -4.326 0.010
```

- net charge = +1
- HOMO energy (eV) = -10.350
- energy relative to the best compared isomer or geometry (same formula, charge and spin) (kcal/mol) = 0.0
- gap between HOMO and LUMO (eV) = 6.437

These are the Löwdin partial charges, in e, on atoms 1 to 4:
1 Hf 1.634
2 C 0.004
3 C -0.238
4 N -0.054

Record 3
C40H31F9N4O2PPtS | ωB97M-V with the def2-TZVPD basis set

```
89
Properties=species:S:1:pos:R:3
Pt 1.637 0.941 0.516
C -1.735 5.207 1.171
N -1.025 4.133 0.484
C -1.027 3.887 -0.870
C -0.213 2.818 -1.073
N 0.278 2.415 0.146
C -0.235 3.225 1.061
H -2.431 5.662 0.472
H -1.033 5.961 1.520
H -2.294 4.802 2.011
H -1.593 4.494 -1.553
H 0.047 2.289 -1.972
H -0.050 3.175 2.120
F 1.107 -3.109 7.778
C 1.941 -2.178 7.297
F 1.952 -1.154 8.169
F 3.176 -2.701 7.283
C 1.534 -1.706 5.924
C 2.383 -0.849 5.240
C 2.029 -0.382 3.984
C 0.821 -0.782 3.420
C -0.026 -1.648 4.112
C 0.329 -2.109 5.367
P 0.312 -0.238 1.778
C -1.314 0.529 1.977
C -2.071 0.758 0.828
C -3.241 1.490 0.900
C -3.654 2.001 2.125
C -2.913 1.772 3.275
C -1.740 1.035 3.202
C -4.921 2.810 2.231
F -4.689 3.979 2.863
F -5.432 3.103 1.027
F -5.860 2.162 2.931
C 0.019 -1.743 0.809
C -1.239 -2.331 0.701
C -1.401 -3.484 -0.053
C -0.304 -4.050 -0.683
C 0.961 -3.493 -0.549
C 1.122 -2.335 0.190
C -0.500 -5.230 -1.593
F 0.599 -5.980 -1.707
F -1.508 -6.016 -1.211
F -0.803 -4.794 -2.854
H 3.322 -0.548 5.685
H 2.687 0.276 3.439
H -0.964 -1.969 3.673
H -0.322 -2.780 5.908
H -1.729 0.394 -0.135
H -3.821 1.678 0.007
H -3.247 2.170 4.225
H -1.158 0.864 4.098
H -2.099 -1.888 1.184
H -2.378 -3.941 -0.146
H 1.815 -3.955 -1.026
H 2.104 -1.889 0.280
S 5.945 0.540 0.460
C 4.427 0.253 0.841
N 3.309 -0.004 1.168
C 1.052 1.433 -5.665
O 0.621 0.363 -4.835
C -0.527 0.508 -4.148
C -1.329 1.645 -4.172
C -2.536 1.666 -3.486
C -2.962 0.559 -2.771
C -2.157 -0.570 -2.730
C -0.942 -0.596 -3.394
N -0.229 -1.819 -3.430
C 1.065 -2.101 -3.483
C 2.201 -1.341 -3.230
C 3.437 -1.874 -3.716
C 4.610 -1.213 -3.553
C 4.608 0.024 -2.858
C 3.464 0.545 -2.335
C 2.208 -0.124 -2.449
O 1.176 0.276 -1.825
H 1.961 1.086 -6.146
H 1.274 2.323 -5.072
H 0.302 1.669 -6.422
H -1.027 2.506 -4.750
H -3.158 2.551 -3.538
H -3.920 0.559 -2.269
H -2.470 -1.452 -2.182
H -0.827 -2.627 -3.534
H 1.240 -3.133 -3.774
H 3.414 -2.821 -4.245
H 5.535 -1.621 -3.936
H 5.539 0.557 -2.713
H 3.493 1.486 -1.791
```

- net charge = +1
- HOMO energy (eV) = -10.277
- energy relative to the best compared isomer or geometry (same formula, charge and spin) (kcal/mol) = 37.1
- gap between HOMO and LUMO (eV) = 6.543

These are the Löwdin partial charges, in e, on atoms 1 to 4:
1 Pt 0.985
2 C 0.025
3 N -0.094
4 C -0.024

Record 4
C40H31F9N4O2PPtS | ωB97M-V with the def2-TZVPD basis set

```
89
Properties=species:S:1:pos:R:3
Pt -0.498 0.545 -0.354
C -1.275 -0.215 5.063
N -1.342 -0.420 3.623
C -1.945 -1.474 2.982
C -1.755 -1.277 1.651
N -1.035 -0.117 1.484
C -0.804 0.374 2.688
H -2.277 -0.228 5.485
H -0.820 0.753 5.261
H -0.674 -0.995 5.525
H -2.447 -2.258 3.521
H -2.081 -1.863 0.808
H -0.253 1.274 2.908
F 5.584 -1.093 -5.140
C 5.797 -0.048 -4.322
F 7.027 -0.199 -3.802
F 5.806 1.059 -5.072
C 4.755 0.006 -3.234
C 4.661 -1.068 -2.360
C 3.708 -1.056 -1.356
C 2.846 0.033 -1.230
C 2.960 1.113 -2.101
C 3.912 1.098 -3.108
P 1.646 0.140 0.120
C 1.633 -1.477 0.946
C 1.167 -2.564 0.206
C 0.921 -3.778 0.824
C 1.125 -3.904 2.189
C 1.595 -2.833 2.935
C 1.847 -1.620 2.314
C 0.777 -5.185 2.900
F 1.696 -5.506 3.821
F 0.660 -6.217 2.057
F -0.402 -5.061 3.546
C 2.406 1.330 1.259
C 3.673 1.106 1.790
C 4.260 2.051 2.616
C 3.582 3.228 2.897
C 2.332 3.476 2.349
C 1.745 2.527 1.528
C 4.181 4.268 3.810
F 3.432 4.410 4.920
F 5.420 3.949 4.198
F 4.232 5.467 3.213
H 5.331 -1.911 -2.464
H 3.641 -1.897 -0.679
H 2.303 1.967 -2.004
H 3.990 1.930 -3.792
H 0.973 -2.454 -0.855
H 0.559 -4.620 0.249
H 1.765 -2.948 3.997
H 2.203 -0.785 2.904
H 4.213 0.196 1.556
H 5.242 1.878 3.035
H 1.825 4.410 2.556
H 0.773 2.715 1.085
S -0.049 1.660 -4.939
C -0.093 1.342 -3.356
N -0.144 1.089 -2.217
C -6.056 -0.695 -1.182
O -4.952 -0.426 -2.036
C -3.933 -1.306 -2.048
C -3.880 -2.479 -1.303
C -2.779 -3.320 -1.408
C -1.726 -3.013 -2.256
C -1.775 -1.843 -3.000
C -2.857 -0.991 -2.882
N -2.875 0.177 -3.694
C -3.212 1.422 -3.477
C -3.532 2.157 -2.306
C -4.163 3.406 -2.524
C -4.468 4.242 -1.486
C -4.099 3.865 -0.185
C -3.443 2.684 0.057
C -3.139 1.789 -0.990
O -2.517 0.665 -0.767
H -6.758 0.119 -1.338
H -5.741 -0.710 -0.136
H -6.532 -1.643 -1.442
H -4.698 -2.746 -0.650
H -2.762 -4.238 -0.834
H -0.885 -3.685 -2.357
H -0.964 -1.572 -3.667
H -2.509 0.019 -4.627
H -3.201 2.004 -4.393
H -4.415 3.689 -3.540
H -4.967 5.184 -1.664
H -4.325 4.526 0.642
H -3.144 2.403 1.059
```

- net charge = +1
- HOMO energy (eV) = -10.679
- energy relative to the best compared isomer or geometry (same formula, charge and spin) (kcal/mol) = 0.0
- gap between HOMO and LUMO (eV) = 7.552

These are the Löwdin partial charges, in e, on atoms 1 to 4:
1 Pt 1.017
2 C 0.014
3 N -0.104
4 C -0.022